Entry 1:
Molecular formula: C43H45As2IMnN2OSi
Method: DFT, ωB97M-V/def2-TZVPD

Summary:
Calculated total energy, Ha: -8059.54896
E_HOMO (spin up / spin down), eV: -12.9 / -13.0
<S²>: 4.17
Multiplicity: 4
Energy above the lowest of the compared OMol25 structures with the same formula, charge and spin, kcal per mole: 0.0
Net charge: +2

Atoms and positions in Å:
Mn1 0.642 0.633 -0.012
C1 3.844 -1.856 0.726
As1 2.933 -0.162 0.867
C2 4.418 0.962 0.285
C3 2.998 0.369 2.730
C4 3.846 -0.259 3.634
C5 3.977 0.245 4.920
C6 3.263 1.375 5.302
C7 2.412 2.000 4.398
C8 2.278 1.495 3.111
As2 1.106 2.327 1.813
C9 -0.450 2.813 2.845
C10 1.957 4.049 1.558
H1 4.857 -1.696 1.075
H2 3.865 -2.128 -0.325
H3 3.356 -2.640 1.293
H4 5.197 0.834 1.027
H5 4.139 2.008 0.231
H6 4.774 0.637 -0.685
H7 4.397 -1.143 3.346
H8 4.639 -0.242 5.626
H9 3.363 1.766 6.307
H10 1.844 2.867 4.712
H11 -1.247 3.107 2.171
H12 -0.204 3.644 3.496
H13 -0.771 1.964 3.436
H14 2.033 4.530 2.527
H15 1.367 4.668 0.889
H16 2.951 3.917 1.144
I1 2.174 1.516 -2.209
C11 2.116 -0.488 -2.835
C12 3.000 -0.914 -3.775
C13 2.802 -2.189 -4.354
C14 1.694 -2.919 -4.033
C15 0.754 -2.451 -3.075
C16 -0.477 -3.124 -2.841
C17 -1.407 -2.581 -2.005
C18 -1.098 -1.415 -1.253
C19 0.118 -0.805 -1.357
C20 1.009 -1.241 -2.379
H17 3.824 -0.288 -4.101
H18 3.506 -2.552 -5.095
H19 1.499 -3.865 -4.529
H20 -0.679 -4.048 -3.375
H21 -2.372 -3.061 -1.865
H22 -1.842 -1.047 -0.557
C21 2.069 -5.004 2.268
C22 1.964 -4.120 3.335
C23 1.338 -2.891 3.160
C24 0.810 -2.527 1.914
C25 0.924 -3.430 0.847
C26 1.547 -4.660 1.025
Si1 -0.133 -0.929 1.826
C27 -1.956 -1.258 1.945
C28 -2.758 -0.387 2.690
C29 -4.100 -0.670 2.919
C30 -4.659 -1.830 2.397
C31 -3.873 -2.715 1.665
C32 -2.532 -2.433 1.442
H23 2.556 -5.964 2.406
H24 2.362 -4.390 4.308
H25 1.259 -2.208 4.006
H26 0.526 -3.181 -0.133
H27 1.622 -5.353 0.193
H28 0.184 -0.167 3.046
H29 -2.328 0.516 3.118
H30 -4.702 0.003 3.522
H31 -5.707 -2.051 2.573
H32 -4.303 -3.636 1.283
H33 -1.923 -3.150 0.900
C33 -4.390 2.857 -3.375
N1 -3.798 2.365 -2.133
N2 -2.436 2.157 -2.007
C34 -2.186 1.774 -0.732
O1 -1.017 1.500 -0.282
C35 -3.408 1.746 -0.052
C36 -4.379 2.134 -0.950
C37 -5.851 2.282 -0.746
C38 -1.573 2.163 -3.155
C39 -1.012 3.351 -3.594
C40 -0.217 3.339 -4.734
C41 0.005 2.146 -5.415
C42 -0.554 0.959 -4.954
C43 -1.347 0.964 -3.816
H34 -4.008 2.296 -4.222
H35 -4.184 3.914 -3.521
H36 -5.463 2.706 -3.313
H37 -3.548 1.456 0.980
H38 -6.113 1.958 0.258
H39 -6.411 1.677 -1.459
H40 -6.165 3.322 -0.864
H41 -1.206 4.274 -3.055
H42 0.223 4.262 -5.095
H43 0.614 2.144 -6.313
H44 -0.376 0.027 -5.482
H45 -1.790 0.047 -3.436

Atom charges from the Löwdin analysis, given in e for atoms 1 to 6: Mn 0.18; C -0.21; As 1.12; C -0.30; C -0.43; C -0.09

Entry 2:
Molecular formula: C43H45BrF3MnN10O7P
Method: DFT, ωB97M-V/def2-TZVPD

Summary:
Calculated total energy, Ha: -7105.70527
E_HOMO (spin up / spin down), eV: -10.9 / -10.9
<S²>: 6.22
Multiplicity: 5
Energy above the lowest of the compared OMol25 structures with the same formula, charge and spin, kcal per mole: 79.1
Net charge: +1

Atoms and positions in Å:
Mn1 -0.035 -0.399 -1.129
C1 -1.880 -1.302 1.885
O1 -0.610 -1.321 1.253
C2 0.226 -2.325 1.640
C3 0.026 -3.194 2.680
C4 0.766 -4.330 2.901
Br1 0.068 -5.502 4.202
C5 1.853 -4.608 2.079
C6 2.046 -3.714 0.956
C7 1.190 -2.676 0.713
O2 1.248 -2.173 -0.577
C8 2.953 -4.233 -0.094
N1 2.830 -3.859 -1.342
C9 3.683 -4.622 -2.166
C10 3.857 -4.672 -3.531
C11 4.890 -5.448 -4.024
C12 5.664 -6.225 -3.180
C13 5.557 -6.134 -1.788
C14 4.438 -5.492 -1.233
N2 3.874 -5.205 0.037
H1 -2.215 -2.345 1.922
H2 -2.587 -0.670 1.311
H3 -1.723 -0.827 2.822
H4 -0.816 -3.016 3.331
H5 2.360 -5.591 2.202
H6 1.783 -3.025 -1.257
H7 3.238 -4.117 -4.218
H8 4.895 -5.573 -5.081
H9 6.390 -6.813 -3.650
H10 6.289 -6.717 -1.219
H11 4.428 -5.433 0.861
C15 -2.617 3.074 2.624
N3 -1.976 2.676 1.362
C16 -1.191 1.593 1.162
N4 -1.257 1.321 -0.135
C17 -1.990 2.355 -0.680
N5 -2.410 3.203 0.262
C18 -1.930 4.194 3.352
C19 -2.658 5.232 3.830
C20 -2.083 6.237 4.595
C21 -0.723 6.308 4.695
C22 0.037 5.209 4.211
C23 -0.548 4.132 3.540
C24 1.490 5.193 4.387
N6 2.265 5.842 5.163
N7 3.530 5.407 4.936
C25 3.456 4.432 4.072
O3 2.152 4.249 3.683
C26 4.484 3.553 3.508
C27 5.543 3.137 4.320
C28 6.418 2.274 3.765
C29 6.235 1.744 2.465
C30 5.242 2.237 1.617
C31 4.973 1.636 0.275
N8 3.496 1.559 -0.006
C32 2.733 0.487 -0.221
N9 1.542 0.888 -0.576
C33 1.664 2.245 -0.638
N10 2.854 2.639 -0.357
C34 4.336 3.148 2.212
H12 -2.796 2.191 3.193
H13 -3.627 3.391 2.357
H14 -0.773 0.885 1.961
H15 -2.256 2.497 -1.691
H16 -3.757 5.217 3.638
H17 -2.776 7.007 5.013
H18 -0.195 7.131 5.125
H19 0.086 3.394 3.092
H20 5.783 3.463 5.348
H21 7.210 1.861 4.353
H22 6.910 1.027 2.065
H23 5.295 0.586 0.179
H24 5.368 2.174 -0.604
H25 3.137 -0.473 -0.221
H26 0.881 2.962 -0.808
H27 3.629 3.530 1.529
F1 0.088 0.126 -3.929
C35 0.770 -0.620 -3.033
F2 0.754 -1.890 -3.288
F3 2.027 -0.121 -3.074
C36 -2.419 -1.971 -5.053
C37 -3.308 -0.782 -4.764
C38 -4.755 -1.247 -4.941
C39 -3.085 0.332 -5.830
O4 -3.106 -0.237 -3.439
P1 -3.130 -1.158 -2.099
O5 -3.740 -2.476 -2.201
O6 -1.636 -1.198 -1.630
O7 -3.761 -0.173 -1.071
C40 -5.139 -0.111 -0.645
C41 -6.234 -0.159 -1.723
C42 -5.175 1.207 0.153
C43 -5.392 -1.312 0.301
H28 -2.658 -2.328 -6.088
H29 -2.601 -2.776 -4.339
H30 -1.405 -1.702 -4.972
H31 -4.851 -1.714 -5.917
H32 -5.466 -0.444 -4.864
H33 -4.993 -2.009 -4.188
H34 -3.476 0.113 -6.833
H35 -2.035 0.606 -5.960
H36 -3.630 1.236 -5.439
H37 -6.253 0.646 -2.458
H38 -7.165 -0.133 -1.195
H39 -6.250 -1.053 -2.374
H40 -5.038 1.992 -0.602
H41 -4.381 1.332 0.892
H42 -6.216 1.251 0.585
H43 -5.345 -2.278 -0.181
H44 -6.300 -1.252 0.872
H45 -4.572 -1.186 1.071

Atom charges from the Löwdin analysis, given in e for atoms 1 to 6: Mn 0.98; C -0.05; O -0.14; C -0.20; C -0.08; C -0.68

Entry 3:
Molecular formula: C43H46AsNPdSi
Method: DFT, ωB97M-V/def2-TZVPD

Summary:
Calculated total energy, Ha: -4373.96533
E_HOMO, eV: 0.9
Net charge: -2

Atoms and positions in Å:
Pd1 -0.300 -0.712 -1.197
C1 1.852 -1.408 -1.342
Si1 2.373 -1.865 0.311
C2 1.282 -1.297 1.790
N1 -0.132 -1.390 1.480
C3 -0.654 -2.759 1.436
C4 -2.025 -2.862 2.088
C5 -1.953 -2.306 3.511
C6 -1.521 -0.823 3.501
C7 -1.014 -0.423 2.106
C8 4.052 -1.075 0.811
C9 5.244 -1.779 1.010
C10 6.440 -1.127 1.300
C11 6.477 0.258 1.397
C12 5.306 0.984 1.204
C13 4.118 0.322 0.920
C14 2.648 -3.740 0.564
C15 2.851 -4.304 1.828
C16 3.101 -5.661 1.996
C17 3.148 -6.500 0.888
C18 2.944 -5.967 -0.379
C19 2.701 -4.605 -0.534
H1 1.811 -2.250 -2.034
H2 2.473 -0.620 -1.773
H3 1.525 -0.239 1.943
H4 1.551 -1.815 2.735
H5 0.033 -3.431 1.975
H6 -0.701 -3.094 0.395
H7 -2.329 -3.913 2.105
H8 -2.757 -2.320 1.480
H9 -1.215 -2.901 4.062
H10 -2.907 -2.432 4.033
H11 -0.753 -0.643 4.259
H12 -2.369 -0.173 3.749
H13 -0.485 0.530 2.156
H14 -1.866 -0.266 1.438
H15 5.238 -2.862 0.932
H16 7.349 -1.702 1.448
H17 7.407 0.767 1.621
H18 5.322 2.067 1.276
H19 3.211 0.905 0.772
H20 2.815 -3.665 2.706
H21 3.254 -6.067 2.990
H22 3.338 -7.560 1.013
H23 2.972 -6.615 -1.250
H24 2.541 -4.196 -1.526
C20 -0.718 4.008 2.918
C21 -1.752 3.422 2.198
C22 -1.502 2.821 0.971
C23 -0.216 2.801 0.430
C24 0.817 3.377 1.171
C25 0.570 3.978 2.400
As1 0.142 1.754 -1.209
C26 1.428 3.041 -1.986
C27 2.808 3.054 -1.806
C28 3.607 3.917 -2.548
C29 3.030 4.747 -3.503
C30 1.657 4.713 -3.716
C31 0.853 3.866 -2.959
C32 -0.612 3.707 -3.103
C33 -1.433 4.441 -3.953
C34 -2.794 4.169 -4.008
C35 -3.335 3.144 -3.234
C36 -2.520 2.399 -2.390
C37 -1.166 2.704 -2.304
H25 -0.913 4.477 3.877
H26 -2.759 3.425 2.599
H27 -2.312 2.340 0.433
H28 1.830 3.360 0.782
H29 1.389 4.421 2.956
H30 3.267 2.372 -1.098
H31 4.680 3.928 -2.398
H32 3.654 5.405 -4.096
H33 1.216 5.346 -4.480
H34 -1.015 5.226 -4.576
H35 -3.433 4.745 -4.667
H36 -4.392 2.914 -3.308
H37 -2.908 1.544 -1.844
C38 -5.682 0.418 -0.804
C39 -5.082 -0.925 -1.255
C40 -5.622 -1.258 -2.653
C41 -5.539 -2.017 -0.275
C42 -3.610 -0.845 -1.282
C43 -2.377 -0.775 -1.303
H38 -6.774 0.355 -0.710
H39 -5.439 1.201 -1.527
H40 -5.259 0.709 0.159
H41 -6.720 -1.273 -2.659
H42 -5.254 -2.235 -2.975
H43 -5.273 -0.516 -3.374
H44 -6.633 -2.110 -0.268
H45 -5.200 -1.781 0.737
H46 -5.103 -2.978 -0.556

Atom charges from the Löwdin analysis, given in e for atoms 1 to 6: Pd 0.11; C -0.37; Si 0.54; C -0.25; N -0.25; C -0.22